Entry 1:
{"formula": "C30H75In2N5Na2O22P3", "method": "the ωB97M-V functional and the def2-TZVPD basis", "species": ["In", "In", "Na", "Na", "P", "O", "O", "O", "O", "P", "O", "O", "O", "O", "P", "O", "O", "O", "O", "C", "O", "C", "C", "N", "C", "C", "O", "C", "H", "H", "H", "H", "H", "H", "H", "H", "H", "H", "H", "H", "H", "H", "H", "C", "O", "C", "C", "N", "C", "C", "O", "C", "H", "H", "H", "H", "H", "H", "H", "H", "H", "H", "H", "H", "H", "H", "H", "C", "O", "C", "C", "N", "C", "C", "O", "C", "H", "H", "H", "H", "H", "H", "H", "H", "H", "H", "H", "H", "H", "H", "H", "C", "O", "C", "C", "N", "C", "C", "O", "C", "H", "H", "H", "H", "H", "H", "H", "H", "H", "H", "H", "H", "H", "H", "H", "C", "O", "C", "C", "N", "C", "C", "O", "C", "H", "H", "H", "H", "H", "H", "H", "H", "H", "H", "H", "H", "H", "H", "H"], "coordinates": [[-0.46716, 0.52245, -0.45933], [-2.07223, 4.12276, 1.68803], [1.33806, 1.63027, 3.29451], [1.19292, 4.51226, -1.33790], [-1.51658, 0.86330, 2.94964], [-2.42184, -0.12781, 3.70866], [-0.20033, 0.15349, 2.45650], [-1.21635, 2.24306, 3.69232], [-2.20661, 1.35246, 1.65451], [2.23471, 2.57813, 0.70131], [2.93951, 3.66535, -0.05883], [2.26070, 1.12187, 0.04094], [0.70955, 2.99032, 0.94125], [3.07084, 2.52575, 2.04266], [-1.51014, 3.70868, -1.66534], [-0.14914, 2.86901, -2.02329], [-2.33682, 2.70760, -0.73280], [-2.33803, 4.14691, -2.92496], [-1.15655, 4.93048, -0.73901], [-4.37716, 0.62829, -2.28300], [-3.63400, -0.06818, -1.30334], [-4.12976, -1.31311, -0.80786], [-3.36887, -1.73144, 0.47967], [-2.00336, -1.97245, 0.23434], [-1.55154, -3.18087, -0.47539], [-0.03546, -3.42511, -0.55485], [0.62922, -2.17173, -0.82409], [1.95532, -2.31410, -1.18935], [-5.38405, 0.88622, -1.95476], [-4.49152, 0.01301, -3.17545], [-3.89247, 1.59453, -2.42275], [-3.97357, -1.91986, -1.69980], [-5.17113, -1.18081, -0.51437], [-3.59182, -2.71829, 0.88530], [-3.46781, -0.90470, 1.18308], [-1.63249, -2.08194, 1.16739], [-2.16881, -3.33718, -1.36006], [-2.02564, -4.00863, 0.05202], [0.26043, -4.20652, -1.25481], [0.18148, -3.76818, 0.45676], [2.53649, -2.77825, -0.39254], [2.35815, -1.32730, -1.41751], [2.07777, -2.91615, -2.08970], [7.19051, -0.77116, -3.14306], [6.53745, -1.06166, -1.94213], [5.78782, -0.00513, -1.32800], [5.45860, -0.62942, 0.10508], [4.80969, 0.23446, 1.09756], [4.46259, -0.45625, 2.36918], [5.54812, -1.11180, 3.17056], [5.72163, -2.54784, 3.16643], [6.65090, -3.03015, 2.12898], [7.72162, -1.69046, -3.38990], [7.78128, 0.14280, -3.08184], [6.37710, -0.70181, -3.86532], [4.92623, 0.29776, -1.92299], [6.49624, 0.81611, -1.21943], [6.41218, -0.98185, 0.49825], [4.98649, -1.60546, -0.00702], [3.90155, 0.53754, 0.77579], [3.72746, -1.26091, 2.38337], [3.82385, 0.26712, 2.87600], [5.27288, -0.96833, 4.21543], [6.54747, -0.68879, 3.06833], [6.21365, -3.19453, 1.14414], [7.12658, -3.91757, 2.54648], [7.54388, -2.40722, 2.07765], [-2.56557, 8.18997, 2.31550], [-2.97343, 7.21519, 1.35720], [-4.10722, 7.55673, 0.53604], [-4.03684, 6.69122, -0.74330], [-4.06811, 5.29159, -0.37849], [-5.47847, 4.78575, -0.15597], [-5.56007, 3.33700, 0.28066], [-4.98954, 3.24226, 1.56332], [-5.14080, 1.89270, 2.11365], [-3.38973, 8.75758, 2.74757], [-1.86153, 8.83712, 1.79243], [-2.18086, 7.55909, 3.11682], [-4.15420, 8.59617, 0.21130], [-5.02631, 7.36020, 1.08808], [-3.14812, 6.81112, -1.36291], [-4.83046, 6.89402, -1.46242], [-3.52756, 4.88271, -1.12730], [-6.17952, 4.98972, -0.96531], [-5.80558, 5.43902, 0.65294], [-5.25841, 2.58441, -0.44784], [-6.58846, 2.97588, 0.26978], [-4.62148, 1.78674, 3.06612], [-4.57398, 1.22273, 1.46716], [-6.16220, 1.51406, 2.15199], [3.56665, -4.94879, 3.99207], [2.88973, -3.88291, 3.40205], [1.48867, -3.93862, 3.62962], [0.92143, -2.47319, 3.17343], [-0.49144, -2.40170, 2.78047], [-1.37101, -3.08573, 3.70943], [-1.91255, -4.36531, 3.08464], [-2.75096, -4.91944, 4.11033], [-3.24440, -6.29509, 3.88891], [4.60981, -4.67865, 3.82799], [3.32291, -5.84249, 3.41760], [3.24510, -5.21257, 4.99961], [1.16905, -4.36029, 4.58259], [1.17944, -4.68700, 2.89996], [1.59611, -2.23301, 2.35170], [1.15073, -1.68643, 3.89212], [-0.69055, -1.44095, 2.54080], [-2.20195, -2.38150, 3.75044], [-1.06452, -3.14741, 4.75363], [-1.20316, -5.12919, 2.76628], [-2.49728, -4.14673, 2.19110], [-2.42662, -6.89383, 3.48785], [-3.98036, -6.43905, 3.09787], [-3.54467, -6.73068, 4.84191], [3.37083, -1.36871, -4.47557], [2.88779, -0.39530, -3.53562], [2.65363, 0.82232, -4.16071], [1.13438, 0.96248, -4.65263], [-0.03029, 0.96019, -3.77998], [-1.19205, 1.01197, -4.68185], [-1.53750, -0.33313, -5.32684], [-1.82218, -1.32730, -4.27913], [-0.70436, -2.16788, -4.06631], [3.16769, -2.40446, -4.20343], [4.38772, -1.21748, -4.83772], [2.78174, -1.27072, -5.38743], [2.86756, 1.65769, -3.49400], [3.28596, 1.03066, -5.02377], [1.11962, 1.91481, -5.18267], [1.08667, 0.12064, -5.34337], [0.00307, 1.81506, -3.24315], [-1.98625, 1.40848, -4.04929], [-0.94279, 1.83598, -5.35040], [-2.40682, -0.10351, -5.94300], [-0.76723, -0.51942, -6.07522], [0.06850, -1.45029, -3.79090], [-0.34797, -2.83188, -4.85382], [-0.88911, -2.82169, -3.21396]], "homo_lumo_gap_ha": 0.113, "spin_multiplicity": 1, "charge": -1}



Entry 2:
{"formula": "C30H75NO8", "method": "the ωB97M-V functional and the def2-TZVPD basis", "species": ["C", "C", "C", "C", "C", "C", "C", "C", "C", "N", "O", "H", "H", "H", "H", "H", "H", "H", "H", "H", "H", "H", "H", "H", "H", "H", "H", "H", "H", "H", "C", "C", "C", "O", "H", "H", "H", "H", "H", "H", "H", "H", "C", "C", "C", "O", "H", "H", "H", "H", "H", "H", "H", "H", "C", "C", "C", "O", "H", "H", "H", "H", "H", "H", "H", "H", "C", "C", "C", "O", "H", "H", "H", "H", "H", "H", "H", "H", "C", "C", "C", "O", "H", "H", "H", "H", "H", "H", "H", "H", "C", "C", "C", "O", "H", "H", "H", "H", "H", "H", "H", "H", "C", "C", "C", "O", "H", "H", "H", "H", "H", "H", "H", "H"], "coordinates": [[3.78813, -5.54580, 1.77380], [2.35362, -5.04734, 2.09935], [1.87675, -4.23616, 0.88564], [1.36167, -6.18599, 2.32347], [0.01256, -5.70160, 2.88077], [0.17741, -4.91230, 4.21307], [1.16826, -3.74644, 4.10602], [0.66809, -2.50940, 3.36513], [1.64660, -3.30712, 5.55085], [2.39015, -4.36279, 3.42342], [3.24618, -3.18149, 3.27107], [4.45858, -4.78168, 1.42527], [4.17587, -6.17149, 2.59044], [3.65358, -6.23674, 0.91270], [0.80871, -4.01647, 0.91891], [2.43193, -3.26284, 0.88881], [2.06215, -4.78469, -0.03346], [1.20147, -6.58425, 1.29361], [1.77069, -7.04770, 2.89076], [-0.48825, -5.05734, 2.11876], [-0.64211, -6.52240, 3.06704], [0.60508, -5.56798, 5.00608], [-0.78886, -4.60980, 4.60329], [1.46529, -1.76970, 3.29046], [-0.13812, -2.08812, 3.95973], [0.33901, -2.72823, 2.32925], [2.31058, -2.45845, 5.42238], [2.07158, -4.07475, 6.18619], [0.74094, -2.98549, 6.04106], [4.03582, -3.50848, 3.73625], [3.65204, -2.07873, -2.00419], [4.34197, -0.78882, -1.86468], [4.34208, -0.00116, -3.12406], [3.59160, 0.11921, -0.87516], [4.14384, -2.73077, -2.72415], [2.58719, -2.02571, -2.30477], [3.62729, -2.55724, -1.04404], [5.34223, -0.94285, -1.46222], [5.11083, 0.73299, -3.14979], [3.35676, 0.47377, -3.15898], [4.55308, -0.61731, -3.98335], [3.73211, -0.28107, 0.01687], [2.63297, 3.46290, -1.35569], [2.46572, 4.87795, -1.82181], [1.49280, 5.73235, -0.95949], [3.78784, 5.51612, -1.80840], [3.39522, 3.01897, -1.99448], [1.85284, 2.77493, -1.53065], [2.93337, 3.39065, -0.28840], [2.10985, 4.89125, -2.83080], [0.44667, 5.40845, -1.06673], [1.47050, 6.74274, -1.32982], [1.70952, 5.74603, 0.10110], [3.68126, 6.32379, -2.33228], [-4.34035, 2.56700, -3.03432], [-5.68761, 2.12775, -3.61249], [-5.65441, 0.80588, -4.32518], [-6.61198, 2.05904, -2.46198], [-3.83834, 1.69990, -2.56821], [-4.40556, 3.34121, -2.29251], [-3.70559, 2.86969, -3.83992], [-6.05316, 2.94344, -4.27951], [-5.10092, 0.03995, -3.75463], [-5.27494, 0.89162, -5.34070], [-6.68161, 0.52886, -4.47428], [-7.45018, 1.73876, -2.79963], [-5.41053, 3.44378, 0.75767], [-4.58155, 2.17110, 0.43986], [-4.21212, 1.53821, 1.78722], [-5.30581, 1.08325, -0.17634], [-6.25837, 3.17908, 1.38034], [-5.64783, 4.02533, -0.13749], [-4.81427, 4.05831, 1.41027], [-3.72234, 2.47555, -0.19123], [-3.79536, 0.56637, 1.69642], [-5.13791, 1.57218, 2.33319], [-3.43184, 2.12208, 2.31814], [-5.74993, 1.43498, -0.95146], [-0.05499, 0.36185, 5.65125], [-0.35758, 1.58617, 4.83923], [-0.70502, 1.31069, 3.41700], [-1.47474, 2.23329, 5.50708], [0.74618, -0.23925, 5.25355], [-0.99957, -0.17800, 5.69543], [0.12400, 0.64634, 6.68388], [0.50392, 2.28447, 4.90578], [-1.59977, 0.68000, 3.44541], [0.06696, 0.81833, 2.84207], [-1.00236, 2.22406, 2.88494], [-1.64944, 3.10920, 5.09041], [-0.43409, 2.71276, -4.32089], [0.47298, 1.86734, -5.26173], [1.83881, 2.57489, -5.54931], [0.64579, 0.57035, -4.73853], [-0.67755, 3.69561, -4.65779], [0.16197, 2.78556, -3.43070], [-1.34279, 2.18986, -4.08405], [-0.08237, 1.64437, -6.16555], [2.36690, 2.77385, -4.60977], [1.66393, 3.56670, -6.03553], [2.42878, 1.96382, -6.22964], [0.68082, 0.44103, -3.77941], [-1.46441, 0.00600, -1.67614], [-0.17296, -0.05070, -0.99152], [0.15603, -1.37911, -0.36938], [0.86733, 0.30659, -1.94719], [-1.39635, -0.55659, -2.57838], [-1.58098, 1.00783, -2.02763], [-2.34317, -0.22507, -1.06115], [-0.16193, 0.67548, -0.17247], [1.19050, -1.32403, 0.00574], [0.11529, -2.22077, -1.05533], [-0.50096, -1.58476, 0.47082], [1.72038, 0.24312, -1.47791]], "homo_lumo_gap_ha": 0.343, "smiles": "CC1(C)CCCC(C)(C)N1O.CC(C)O.CC(C)O.CC(C)O.CC(C)O.CC(C)O.CC(C)O.CC(C)O", "spin_multiplicity": 1}